The following is a DFT calculation (ωB97M-V/def2-TZVPD) of 6 unconnected molecules or ions with the total composition C20H38FN2O7S2.

Geometry as ORCA input:
```
! RIJCOSX wB97M-V def2-TZVPD def2/J DEFGRID3
* xyz 1 1
C 2.85 -2.03 2.81
C 2.71 -0.71 3.59
O 3.56 -0.44 4.50
N 1.36 0.08 3.33
H 1.10 -0.13 2.31
H 0.72 -0.52 4.03
C 1.47 1.46 3.84
H 2.56 -2.80 3.20
H 3.71 -1.88 2.37
H 2.22 -1.82 2.01
H 1.47 1.71 4.94
H 0.56 1.63 3.84
H 2.39 1.97 3.40
C -2.53 0.72 2.47
C -2.76 -0.67 2.95
O -3.77 -1.23 3.35
N -1.55 -1.70 2.77
H -0.90 -1.49 2.16
H -0.89 -1.64 3.58
C -1.88 -3.06 2.48
H -2.86 0.58 1.56
H -1.39 0.96 2.42
H -3.23 1.30 3.05
H -2.70 -3.44 3.17
H -0.95 -3.51 2.54
H -2.40 -3.17 1.58
O 0.09 -0.72 1.16
H 0.02 -0.91 0.22
F -3.54 4.02 -2.77
C -3.33 2.66 -2.71
C -3.82 1.69 -3.63
C -3.34 0.38 -3.57
C -2.65 -0.08 -2.47
C -2.16 0.88 -1.52
C -2.50 2.24 -1.64
H -4.59 2.05 -4.45
H -3.53 -0.18 -4.33
H -2.36 -0.93 -2.39
H -1.45 0.53 -0.71
H -2.14 3.03 -0.99
C 1.68 1.79 -0.49
C 2.36 2.35 -1.75
C 1.55 3.39 -2.24
S 1.11 4.31 -0.81
O -0.37 4.43 -0.70
O 2.00 5.44 -0.58
C 1.47 3.15 0.42
H 2.22 1.02 0.15
H 0.61 1.23 -0.50
H 2.44 1.48 -2.51
H 3.30 2.92 -1.62
H 0.65 3.13 -2.57
H 1.85 3.97 -3.14
H 0.70 3.15 1.28
H 2.53 3.51 0.77
C 1.28 -1.39 -2.11
C 1.80 -2.72 -1.43
C 0.69 -3.74 -1.54
S -0.22 -3.38 -3.01
O -1.62 -3.22 -2.80
O 0.28 -4.41 -3.87
C 0.58 -1.86 -3.38
H 2.09 -0.76 -2.13
H 0.68 -0.91 -1.40
H 1.97 -2.76 -0.37
H 2.69 -3.18 -1.97
H -0.01 -3.65 -0.74
H 0.96 -4.79 -1.46
H -0.06 -1.05 -3.76
H 1.22 -2.25 -4.14
*
```

Summary:
- lowest unoccupied orbital energy (eV) = -4.36
- E_HOMO (eV) = -11.2
- relative energy (zero: lowest compared OMol25 entry of this formula, charge and spin) (kcal per mole) = 95.0
- gap between HOMO and LUMO (eV) = 6.86

The net atomic charges from natural (NBO), expressed in e, are: -0.6657, 0.6953, -0.4407, -0.6330, 0.5230, 0.4173, -0.4377, 0.2209, 0.2550, 0.2324, 0.2626, 0.2018, 0.2695, -0.7060, 0.7327, -0.4528, -0.5763, 0.4618, 0.3847, -0.4308, 0.2690, 0.2512, 0.2780, 0.2521, 0.2167, 0.2441, -1.2851, 0.4629, -0.3210, 0.3969, -0.2625, -0.1817, -0.1959, -0.2383, -0.2927, 0.2436, 0.2053, 0.1887, 0.1960, 0.2579, -0.4199, -0.4435, -0.6772, 2.1497, -0.9518, -0.9178, -0.7196, 0.2145, 0.2474, 0.2359, 0.2419, 0.2459, 0.2789, 0.2637, 0.2494, -0.3926, -0.4067, -0.6820, 2.2035, -0.9378, -0.9429, -0.7057, 0.2264, 0.1925, 0.2154, 0.2241, 0.2107, 0.2639, 0.2706, 0.2641



The following is a DFT calculation (ωB97M-V/def2-TZVPD) of a single C20H28N4O4 molecule.

Geometry as ORCA input:
```
! RIJCOSX wB97M-V def2-TZVPD def2/J DEFGRID3
* xyz 0 1
C -0.69 -3.72 0.74
C 0.12 -2.46 1.04
C 0.47 -2.37 2.53
C -0.68 -1.23 0.65
O -1.90 -1.24 0.65
N 0.01 -0.08 0.37
C -0.73 1.06 -0.16
C 1.43 -0.07 0.11
C 1.78 -0.63 -1.27
O 0.94 -1.18 -1.97
N 3.07 -0.49 -1.64
C 3.53 -0.86 -2.98
C 4.64 0.16 -3.30
C 5.80 -0.49 -4.05
N 6.82 0.47 -4.43
C 7.98 0.61 -3.72
O 8.27 -0.08 -2.76
C 8.89 1.66 -4.23
C 10.31 1.58 -4.31
N 10.84 2.65 -4.81
O 9.76 3.51 -5.06
C 8.62 2.91 -4.71
C 7.38 3.66 -4.89
C 7.43 5.17 -4.99
C 7.12 4.36 -6.21
C 5.07 0.71 -1.94
C 4.18 1.72 -1.27
C 4.07 0.26 -0.93
H -0.92 -3.79 -0.32
H -0.11 -4.61 1.03
H -1.62 -3.71 1.29
H 1.04 -2.51 0.46
H 1.05 -1.48 2.76
H -0.45 -2.33 3.12
H 1.04 -3.24 2.84
H -1.75 1.00 0.20
H -0.27 1.98 0.19
H -0.74 1.05 -1.25
H 1.79 0.96 0.18
H 1.98 -0.63 0.86
H 3.93 -1.88 -2.98
H 2.69 -0.83 -3.67
H 4.24 0.97 -3.92
H 6.27 -1.25 -3.42
H 5.43 -0.98 -4.95
H 6.72 1.00 -5.27
H 10.94 0.76 -4.02
H 6.53 3.23 -4.38
H 6.62 5.71 -4.52
H 8.40 5.63 -4.93
H 7.89 4.27 -6.96
H 6.10 4.35 -6.59
H 6.13 0.70 -1.69
H 4.62 2.38 -0.54
H 3.37 2.14 -1.86
H 4.37 -0.10 0.05
*
```

Summary:
- lowest unoccupied orbital energy (eV) = 0.31
- E_HOMO (eV) = -9.1
- relative energy (zero: lowest compared OMol25 entry of this formula, charge and spin) (kcal per mole) = 82.9
- gap between HOMO and LUMO (eV) = 9.38
- SMILES = CC(C)C(=O)N(C)CC(=O)N1C[C@H](CNC(=O)c2cnoc2C2CC2)[C@H]2C[C@H]21

The net atomic charges from natural (NBO), expressed in e, are: -0.5939, -0.3125, -0.5968, 0.7135, -0.6268, -0.4437, -0.4150, -0.3162, 0.6743, -0.6213, -0.4381, -0.1980, -0.2357, -0.2197, -0.6153, 0.6756, -0.6198, -0.2979, 0.0075, -0.1148, -0.2969, 0.3795, -0.3092, -0.3925, -0.3972, -0.2301, -0.4283, -0.0659, 0.2223, 0.2002, 0.2229, 0.2049, 0.2018, 0.2180, 0.2101, 0.2458, 0.1873, 0.1979, 0.2278, 0.2292, 0.1940, 0.2333, 0.2018, 0.2336, 0.2057, 0.4014, 0.2330, 0.2391, 0.2231, 0.2351, 0.2283, 0.2209, 0.2522, 0.2276, 0.2162, 0.2216



The following is a DFT calculation (ωB97M-V/def2-TZVPD) of a molecular structure, C4H6O2S.

Geometry as ORCA input:
```
! RIJCOSX wB97M-V def2-TZVPD def2/J DEFGRID3
* xyz 0 1
C 1.69 0.70 0.14
C 0.95 1.28 -0.80
C -2.41 -0.92 -0.58
C 1.14 -0.53 1.02
O -1.52 1.29 0.37
O -0.12 -1.03 0.48
S -1.05 0.10 -0.27
H 2.58 0.98 0.60
H 0.97 2.07 -1.55
H -3.02 -0.54 -1.36
H -2.03 -1.80 -0.98
H 1.84 -1.35 0.93
H 0.97 -0.25 2.02
*
```

Summary:
- lowest unoccupied orbital energy (spin up / spin down) (eV) = -0.73 / -0.73
- E_HOMO (spin up / spin down) (eV) = -8.5 / -8.5
- relative energy (zero: lowest compared OMol25 entry of this formula, charge and spin) (kcal per mole) = 140.2
- gap between HOMO and LUMO (spin up / spin down) (eV) = 7.73 / 7.74

The net atomic charges from natural (NBO), expressed in e, are: -0.2899, -0.2349, -0.8055, -0.0848, -0.9160, -0.6816, 1.7584, 0.2153, 0.2333, 0.2077, 0.1908, 0.2070, 0.2003



The following is a DFT calculation (ωB97M-V/def2-TZVPD) of 2 unconnected molecules or ions with the total composition C4H7NO2.

Geometry as ORCA input:
```
! RIJCOSX wB97M-V def2-TZVPD def2/J DEFGRID3
* xyz 0 1
C -1.72 -0.32 -1.56
N -0.29 -0.52 -1.40
C 0.11 -0.59 -0.21
C 1.48 -0.88 0.31
O 2.09 -0.22 1.14
H -1.94 0.76 -1.49
H -2.05 -0.66 -2.54
H -2.31 -0.83 -0.78
H -0.53 -0.74 0.68
H 1.84 -1.88 0.09
C 0.86 1.43 1.44
O 0.25 1.50 0.39
H 1.74 2.05 1.62
H 0.47 0.88 2.31
*
```

Summary:
- lowest unoccupied orbital energy (eV) = 0.20
- E_HOMO (eV) = -9.5
- relative energy (zero: lowest compared OMol25 entry of this formula, charge and spin) (kcal per mole) = 88.3
- gap between HOMO and LUMO (eV) = 9.67
- SMILES = C/N=C/C=O.C=O

The net atomic charges from natural (NBO), expressed in e, are: -0.4394, -0.3936, 0.0416, 0.4324, -0.4865, 0.2147, 0.2026, 0.1747, 0.1593, 0.1493, 0.2912, -0.5917, 0.1342, 0.1113



| no. | strongest force on any atom (eV Å⁻¹) | energy (eV) |
| --- | --- | --- |
| 1 | 11.79 | -63038.0461 |
| 2 | 0.11 | -35343.5296 |
| 3 | 3.76 | -19169.2250 |
| 4 | 1.05 | -9843.4521 |